1.
Below is an isolated molecule of C19H24N2O3, with properties calculated with ωB97M-V/def2-TZVPD.

Structure (ORCA input):
```
! RIJCOSX wB97M-V def2-TZVPD def2/J DEFGRID3
* xyz 0 1
C -3.58673 -1.91694 2.08103
H -3.82691 -1.39296 3.00331
H -2.57506 -2.30850 2.16164
H -4.27092 -2.75525 1.97351
C -3.70012 -0.97674 0.88510
C -3.37832 -1.70736 -0.42103
C -3.42762 -0.74645 -1.60876
N -2.51667 0.35900 -1.38308
C -1.39264 0.44547 -2.11701
O -1.18572 -0.25374 -3.09111
C -0.36294 1.50232 -1.70633
H -0.79211 2.51099 -1.71265
O 0.17988 1.21589 -0.42132
C 0.28201 2.21470 0.46101
O -0.15567 3.32211 0.27665
C 1.04066 1.77131 1.68323
H 0.68625 2.33292 2.54747
H 0.89333 0.70272 1.83341
C 2.54011 2.05528 1.44914
C 3.05281 1.26790 0.29012
C 3.26481 1.71275 -0.98194
N 3.67353 0.68105 -1.78206
C 3.72481 -0.46222 -1.03930
C 4.07640 -1.75725 -1.39768
C 4.03809 -2.72309 -0.41580
C 3.66202 -2.41258 0.89424
C 3.31255 -1.13129 1.25536
C 3.33875 -0.13238 0.28210
H 3.02840 -0.90208 2.27227
H 3.64816 -3.20024 1.63373
H 4.30403 -3.74122 -0.65894
H 4.36717 -1.99604 -2.41014
H 3.88515 0.75034 -2.76262
H 3.15718 2.70581 -1.37686
H 3.08735 1.78641 2.35498
H 2.67554 3.12268 1.26494
H 0.45396 1.45058 -2.43269
C -2.85054 1.11780 -0.20042
H -2.21360 1.99263 -0.09557
C -2.75680 0.21967 1.03426
H -3.01093 0.79614 1.92519
H -1.72978 -0.13722 1.13773
H -3.88345 1.47071 -0.31300
H -3.12295 -1.24694 -2.52871
H -4.44015 -0.34766 -1.73312
H -4.08766 -2.52015 -0.58331
H -2.37655 -2.13740 -0.35767
H -4.72915 -0.60149 0.83068
*
```

## Properties
Frontier orbital gap, eV: 8.7
Energy above the lowest of the compared OMol25 structures with the same formula, charge and spin, eV: 0.988
Maximum force, eV/A: 0.6
Structure (SMILES): CC1CCN(C(=O)COC(=O)CCc2c[nH]c3ccccc23)CC1

2.
Below is an isolated molecule of C19H24N2O3S in a non-equilibrium geometry, with properties calculated with ωB97M-V/def2-TZVPD.

Structure (ORCA input):
```
! RIJCOSX wB97M-V def2-TZVPD def2/J DEFGRID3
* xyz 0 1
C -5.52956 -1.69474 2.35490
C -4.60809 -1.70617 1.14229
C -5.04891 -0.69040 0.09122
C -4.16073 -0.72367 -1.15214
N -2.78327 -0.36681 -0.85009
C -1.82154 -1.32218 -0.96858
O -2.07291 -2.47395 -1.26953
C -0.40785 -0.87257 -0.76136
C 0.10344 0.25758 -1.39321
C 1.42920 0.60642 -1.21063
C 2.23857 -0.17254 -0.40461
C 1.75379 -1.31332 0.20181
C 0.42879 -1.66829 0.01434
H 0.02758 -2.56278 0.46717
H 2.41004 -1.91449 0.81028
S 3.94363 0.36005 -0.20793
O 3.90845 1.68497 0.34518
O 4.61005 0.15846 -1.46192
N 4.54423 -0.71468 0.91879
C 4.62402 -0.27028 2.28657
H 5.64356 0.02428 2.55678
H 3.97178 0.59209 2.39330
H 4.29495 -1.06742 2.95770
C 5.52458 -1.67988 0.49145
H 5.46082 -1.75532 -0.59053
H 5.31127 -2.65188 0.94265
H 6.53972 -1.37443 0.76640
H 1.85186 1.47928 -1.68191
H -0.52869 0.85640 -2.03093
C -2.54230 0.90645 -0.28945
C -3.01908 2.05322 -0.91684
C -2.78764 3.29767 -0.36027
C -2.08057 3.41405 0.82423
C -1.61293 2.27510 1.45761
C -1.84836 1.02743 0.91168
H -1.49519 0.14036 1.41577
H -1.06876 2.35647 2.38628
H -1.89804 4.38714 1.25339
H -3.15769 4.18110 -0.85882
H -3.55862 1.97368 -1.84838
H -4.13217 -1.73396 -1.56626
H -4.55528 -0.04180 -1.91095
H -6.07389 -0.90675 -0.21624
H -5.03248 0.31392 0.52308
H -4.59758 -2.70245 0.69622
H -3.58932 -1.47782 1.46185
H -5.19976 -2.42189 3.09286
H -6.54822 -1.94064 2.06302
H -5.53506 -0.71109 2.82028
*
```

## Properties
Frontier orbital gap, eV: 9.2
Energy above the lowest of the compared OMol25 structures with the same formula, charge and spin, eV: 1.104
Maximum force, eV/A: 1.2
Structure (SMILES): CCCCN(C(=O)c1ccc(S(=O)(=O)N(C)C)cc1)c1ccccc1

Looking at HOMO for the records above, in order, we have -7.95 -8.83 eV.